--- 1 ---
2 unconnected molecules or ions with the total composition CH2N4O. Source: the OMol25 dataset; level of theory: ωB97M-V/def2-TZVPD.

E_HOMO (eV): -9.6
Kohn-Sham gap (eV): 10.193
Charge: 0

Geometry (Å):
O  -3.252  -0.231  0.493
N  0.786  -0.343  -0.049
N  1.727  -1.087  -0.008
N  2.434  -1.934  0.255
N  0.774  1.033  -0.087
C  -2.802  -0.189  -0.539
H  0.189  1.289  0.737
H  0.144  1.462  -0.802

--- 2 ---
CH2N4O in the gas phase. Source: the OMol25 dataset; level of theory: ωB97M-V/def2-TZVPD.

E_HOMO (eV): -9.6
SMILES string: [H]/N=c1/[nH]nno1
Kohn-Sham gap (eV): 10.337
Charge: 0

Geometry (Å):
O  -0.285  1.254  -0.362
N  0.401  1.113  -1.446
N  0.737  -0.101  -1.585
N  0.449  -0.783  -0.465
N  -0.643  -0.301  1.632
C  -0.198  0.006  0.446
H  -1.290  0.468  1.893
H  0.828  -1.656  -0.112

--- 3 ---
CH2N4O in the gas phase. Source: the OMol25 dataset; level of theory: ωB97M-V/def2-TZVPD.

E_HOMO (eV): -10.3
SMILES string: [H]/N=c1\nn[nH]o1
Kohn-Sham gap (eV): 10.163
Charge: 0

Geometry (Å):
O  -0.077  -1.040  -0.218
N  0.213  1.227  -0.176
N  -1.984  -0.117  0.154
N  1.232  -0.655  0.274
N  1.325  0.687  0.087
C  -0.797  0.075  -0.109
H  -2.158  0.999  0.349
H  2.052  -1.121  -0.321

Most stable to least stable, the ends of the list are 2 and 3.

--- 1 ---
A gas-phase ion, C2H3ClN (charge +1). Source: the OMol25 dataset; level of theory: ωB97M-V/def2-TZVPD.

E_HOMO (eV): -16.3
SMILES string: C#[N+]CCl
Kohn-Sham gap (eV): 10.509
Charge: +1

Geometry (Å):
Cl  -2.097  0.063  0.005
N  0.409  0.250  0.069
C  1.177  1.113  -0.017
C  -0.503  -0.751  -0.017
H  1.793  1.879  -0.007
H  -0.538  -1.338  -0.905
H  -0.242  -1.216  0.870

--- 2 ---
2 unconnected molecules or ions with the total composition C2H3ClN. Source: the OMol25 dataset; level of theory: ωB97M-V/def2-TZVPD.

E_HOMO (alpha / beta) (eV): -15.6 / -15.6
Kohn-Sham gap (alpha / beta) (eV): 6.909 / 6.910
Charge: +1

Geometry (Å):
Cl  -2.857  0.188  0.008
N  0.065  0.449  -0.008
C  0.625  1.440  -0.027
C  -0.382  -0.790  0.040
H  1.095  2.365  0.170
H  -0.999  -1.187  -0.782
H  0.012  -1.393  0.811

Most stable to least stable, the ends of the list are 1 and 2.

--- 1 ---
2 unconnected molecules or ions with the total composition C4H2N2S. Source: the OMol25 dataset; level of theory: ωB97M-V/def2-TZVPD.

E_HOMO (alpha / beta) (eV): -9.0 / -9.0
SMILES string: C#[N+][S-].C#CC#N
Kohn-Sham gap (alpha / beta) (eV): 8.730 / 8.731
Charge: 0

Geometry (Å):
S  -2.500  -0.556  -0.723
N  -1.901  0.617  0.099
N  3.046  0.829  -0.862
C  0.685  -1.806  0.295
C  2.186  0.141  -0.525
C  1.280  -0.842  -0.097
C  -1.664  1.724  0.374
H  -1.010  2.330  0.831
H  -0.122  -2.438  0.609

--- 2 ---
C4H2N2S in the gas phase. Source: the OMol25 dataset; level of theory: ωB97M-V/def2-TZVPD.

E_HOMO (eV): -9.7
SMILES string: N#Cc1cnsc1
Kohn-Sham gap (eV): 9.816
Charge: 0

Geometry (Å):
S  0.588  -1.780  1.149
N  -0.249  2.058  -2.064
N  -0.478  -0.611  1.798
C  0.068  1.186  -1.381
C  -0.740  0.345  1.039
C  0.821  -0.971  -0.366
C  0.102  0.169  -0.445
H  1.395  -1.471  -1.041
H  -1.508  1.075  1.310

Most stable to least stable, the ends of the list are 2 and 1.